1.
A single C3H4N2O3 molecule in a non-equilibrium geometry, computed with ωB97M-V with the def2-TZVPD basis set.

Last column: Mulliken charge in e.
Atoms and positions in Å:
O -2.87446 0.93391 -0.11334  -0.473
C -1.73529 1.20003 -0.51089  0.058
N -0.54502 0.65400 -0.01791  -0.122
C -0.63070 -0.60360 0.60050  0.576
O -1.51010 -1.11375 1.28917  -0.503
C 0.81678 -1.38483 0.50933  -0.005
N 1.91944 -1.00684 0.00092  -0.437
O 2.09468 0.29332 -0.42368  -0.396
H -1.68290 2.02384 -1.32470  0.299
H 0.36273 0.88215 -0.56261  0.347
H 0.76591 -2.51575 0.88018  0.311
H 3.01892 0.63754 -0.32697  0.345

Relative energy (zero: lowest compared OMol25 entry of this formula, charge and spin)   77.3 kcal/mol
SMILES   O=CNC(=O)/C=N\O
M   116.1 g/mol
Frontier orbital gap   9.7 eV
Charge   0

***

2.
A molecular structure, C38H55InN11OSSbSi3, computed with ωB97M-V with the def2-TZVPD basis set.

Last column: Mulliken charge in e.
Atoms and positions in Å:
In 0.77805 -0.15419 0.33729  1.167
C -2.00025 3.71635 0.10755  -1.285
C -0.91169 2.86136 0.13087  -0.567
N -1.07155 1.55050 0.27135  1.129
C -2.30986 1.07169 0.33375  -0.337
C -3.39574 1.92846 0.18891  -0.676
N -3.24366 3.24540 0.10699  -0.526
C -2.43787 -0.35811 0.72189  0.284
C -3.63570 -1.04643 0.74891  -0.768
C -3.67116 -2.32134 1.30592  -0.193
C -2.50175 -2.81250 1.87950  -1.121
C -1.33791 -2.07239 1.79776  0.165
N -1.30800 -0.89428 1.17417  1.364
C -0.07974 -2.43662 2.50340  -0.217
C 0.04287 -3.55303 3.31372  -0.383
N 1.13236 -3.78088 4.04146  -0.588
C 2.10473 -2.87886 3.96892  -1.020
C 2.00563 -1.77613 3.13462  -0.438
N 0.92271 -1.56650 2.39616  1.359
C -4.92299 -3.11690 1.33015  0.185
C -4.88551 -4.49322 1.15831  -0.531
C -6.07808 -5.20077 1.17528  -0.467
N -7.26746 -4.62760 1.35600  -0.559
C -7.29542 -3.30544 1.52585  -0.483
C -6.15837 -2.51147 1.51705  -0.514
H -1.87327 4.79262 0.07248  0.495
H 0.09936 3.22446 0.03020  0.510
H -4.41392 1.55775 0.16895  0.492
H -4.53501 -0.61247 0.33288  0.840
H -2.52479 -3.75426 2.40872  0.888
H -0.74654 -4.29057 3.38759  0.504
H 2.98471 -3.04216 4.57954  0.510
H 2.80906 -1.05694 3.05925  0.417
H -3.95080 -5.01157 0.98014  0.473
H -6.07817 -6.27594 1.03463  0.386
H -8.27249 -2.86033 1.67820  0.386
H -6.24400 -1.44484 1.68821  0.483
N 2.58393 -4.17908 -1.25643  -0.315
C 2.24421 -3.01140 -0.69308  0.634
S 0.56609 -2.61329 -0.62507  -0.199
N 3.27610 -2.29870 -0.25214  -2.258
N 2.95123 -1.09410 0.24664  1.533
C 3.90158 -0.39008 0.71958  -1.292
C 3.58157 0.91997 1.28768  1.277
C 4.58199 1.71164 1.82369  -1.280
C 4.25963 2.95566 2.33832  -0.836
C 2.93840 3.37320 2.31418  -1.266
C 1.99120 2.52656 1.77557  -0.437
N 2.29824 1.32818 1.26047  0.718
H 1.87586 -4.84495 -1.50878  0.226
H 3.54932 -4.46742 -1.22520  0.266
H 4.92316 -0.75621 0.72106  0.418
H 5.60206 1.34840 1.82663  0.628
H 5.03037 3.58983 2.75833  0.499
H 2.64150 4.33367 2.71359  0.607
H 0.94430 2.78674 1.78015  0.489
C -0.56457 1.22259 6.76228  -1.154
N -0.60993 0.77586 5.36878  0.244
C -1.20875 -0.52894 5.12504  -0.561
C -0.21743 1.54512 4.33152  0.683
C 0.22515 2.95316 4.66259  -1.753
O -0.22111 1.12296 3.16850  -0.135
H -0.56285 0.34339 7.40240  0.411
H -1.43107 1.83272 7.02687  0.322
H 0.34153 1.78468 6.97038  0.381
H -2.20952 -0.56550 5.55942  0.474
H -0.60877 -1.32375 5.57306  0.373
H -1.28038 -0.68398 4.05436  -0.232
H -0.44322 3.43043 5.37919  0.511
H 0.23569 3.54013 3.74900  0.254
H 1.23027 2.95223 5.09287  0.383
C 0.61490 2.89683 -5.34843  -1.148
Si 0.08778 2.82980 -3.57254  0.733
C -1.76237 2.92920 -3.55251  -0.896
C 0.90344 4.24918 -2.69008  -0.992
Sb 0.89521 0.56389 -2.55317  -0.517
Si 3.39891 0.52333 -3.27477  0.652
C 4.08700 -1.16848 -3.03324  -0.870
C 4.18244 1.80851 -2.18244  -0.761
C 3.55675 0.99784 -5.05998  -1.154
Si -0.64111 -1.07967 -3.85912  0.373
C -0.64171 -0.46299 -5.60705  -1.071
C -0.15089 -2.85719 -3.82835  -1.018
C -2.26685 -0.82301 -3.00242  -0.376
H 0.09478 3.74140 -5.81876  0.426
H 0.35442 1.99694 -5.90361  0.276
H 1.68374 3.06868 -5.45593  0.297
H -2.04371 3.88452 -4.01218  0.436
H -2.20962 2.89064 -2.56118  0.198
H -2.20203 2.13293 -4.15978  0.319
H 0.60993 5.17701 -3.19711  0.438
H 1.99293 4.17022 -2.74773  0.219
H 0.62492 4.34851 -1.64222  0.212
H 4.04908 -1.50526 -1.99412  0.191
H 5.13453 -1.16156 -3.35834  0.475
H 3.54782 -1.89516 -3.64990  0.261
H 3.74697 1.81727 -1.18210  -0.057
H 4.05350 2.80379 -2.61676  0.420
H 5.25869 1.62113 -2.08717  0.430
H 2.75405 0.59291 -5.68113  0.271
H 4.50516 0.59948 -5.44118  0.416
H 3.58234 2.08131 -5.18375  0.310
H 0.37081 -0.26135 -5.96727  0.298
H -1.24035 0.44561 -5.71723  0.292
H -1.07900 -1.23129 -6.25536  0.487
H 0.92620 -2.99498 -3.96086  0.265
H -0.66364 -3.35307 -4.65998  0.479
H -0.44204 -3.33741 -2.89442  0.281
H -2.50957 0.23620 -2.89066  0.093
H -2.23302 -1.28369 -2.00809  -0.221
H -3.07394 -1.30460 -3.56710  0.555

Relative energy (zero: lowest compared OMol25 entry of this formula, charge and spin)   6.9 kcal/mol
M   1034.8 g/mol
Frontier orbital gap   7.0 eV
Charge   +2

***

3.
10 unconnected molecules or ions with the total composition C27H71N3O10 in a non-equilibrium geometry, computed with ωB97M-V with the def2-TZVPD basis set.

Last column: Mulliken charge in e.
Atoms and positions in Å:
C 5.99833 0.19597 -1.09395  -1.971
C 4.95933 0.74503 -0.14851  1.757
C 5.33457 0.20789 1.28348  -1.897
C 5.00509 2.29134 -0.08861  -1.009
C 4.63136 2.87670 -1.49359  -0.735
C 3.12497 2.48816 -1.77717  -0.564
C 2.97420 0.95571 -1.79393  1.587
C 1.46646 0.62851 -1.82794  -2.038
C 3.58648 0.38221 -3.10649  -1.887
N 3.53271 0.42650 -0.56983  0.933
O 3.37239 -0.96493 -0.36833  -0.259
H 6.08826 0.68980 -2.07154  0.317
H 7.03029 0.24704 -0.70339  0.487
H 5.78122 -0.84306 -1.20274  0.413
H 6.34619 0.44149 1.51618  0.494
H 4.71085 0.55620 2.04112  0.295
H 5.20314 -0.88596 1.34833  0.360
H 4.29939 2.69105 0.61290  0.117
H 6.04805 2.60331 0.13206  0.505
H 4.85296 3.98702 -1.55202  0.393
H 5.14575 2.35843 -2.30621  0.315
H 2.72328 2.87497 -2.71739  0.708
H 2.52748 2.86919 -0.96164  -0.519
H 1.19227 -0.41093 -1.77441  0.170
H 1.13715 0.99404 -2.75714  0.760
H 0.95090 1.11606 -0.96283  0.111
H 4.65145 0.11110 -3.00567  0.322
H 3.64051 1.18092 -3.83608  0.422
H 3.03519 -0.42960 -3.47739  0.494
H 3.64671 -1.39367 -1.21066  0.366
C 1.20835 1.54947 4.47158  -1.665
C 0.51197 1.01367 3.22916  1.484
C 1.18372 -0.29136 2.97083  -1.144
C -1.04082 0.81899 3.28464  -0.691
C -1.76381 2.11923 3.48090  -0.835
C -1.55584 2.94827 2.24222  -0.285
C -0.07330 3.20605 1.96499  1.315
C 0.05850 3.72673 0.54795  -1.687
C 0.56804 4.22491 2.91218  -1.705
N 0.68989 1.88276 2.03200  0.890
O 2.02617 2.12447 1.78005  -0.419
H 2.29577 1.84796 4.19112  0.178
H 0.72527 2.39888 4.96772  0.357
H 1.22787 0.74168 5.16562  0.576
H 2.23312 -0.17142 2.61935  -0.030
H 1.25004 -0.89031 3.93894  0.437
H 0.55280 -0.89529 2.27798  -0.137
H -1.25705 0.47128 2.31266  -0.264
H -1.33236 0.04690 4.02865  0.434
H -2.85911 1.98547 3.57056  0.452
H -1.41216 2.67143 4.34093  0.525
H -2.07060 3.97075 2.38860  0.433
H -1.98341 2.51590 1.30939  -0.372
H -0.29676 2.94170 -0.09117  0.280
H 1.07119 3.86920 0.20001  0.289
H -0.50858 4.66562 0.43614  0.405
H 1.57664 4.42256 2.60112  0.246
H 0.55889 3.86570 3.93938  0.334
H -0.05322 5.11044 2.95791  0.467
H 2.23747 1.61804 0.97646  -0.101
C -4.31880 0.12338 1.04576  -1.720
C -3.98039 -0.99509 0.06363  1.579
C -3.15510 -2.05132 0.78710  -1.339
C -5.31241 -1.61643 -0.43192  -1.758
C -6.08368 -0.60899 -1.32871  -0.386
C -5.18580 -0.33551 -2.52217  -1.439
C -3.78993 0.18821 -2.18659  1.606
C -2.89500 0.15000 -3.45458  -1.647
C -3.77523 1.67604 -1.71966  -1.244
N -3.24867 -0.66308 -1.17457  1.323
O -1.98104 -0.03667 -0.76111  0.184
H -4.56875 -0.39344 1.95348  0.590
H -3.44894 0.85751 1.14803  0.057
H -5.20511 0.75839 0.71442  0.202
H -2.41357 -1.60054 1.41544  -0.200
H -3.72847 -2.68637 1.41479  0.572
H -2.70273 -2.71896 0.02505  0.138
H -5.06841 -2.51915 -0.95495  0.502
H -5.95028 -1.88475 0.38666  0.425
H -6.98990 -1.16626 -1.72392  0.395
H -6.40862 0.35543 -0.83340  0.325
H -5.76070 0.37314 -3.23525  0.250
H -5.04203 -1.24283 -3.12584  0.391
H -3.34405 0.84895 -4.16478  0.574
H -2.76303 -0.90466 -3.86540  0.282
H -1.83599 0.46869 -3.28904  0.191
H -2.85102 1.86019 -1.08111  -0.112
H -4.71074 2.03339 -1.15375  0.216
H -3.74917 2.28616 -2.65393  0.554
H -1.33065 -0.52980 -1.30503  -0.198
O -3.02726 -5.43980 -1.76422  -0.741
H -2.98953 -5.96604 -2.57139  0.304
H -2.82077 -4.52828 -1.97461  0.469
O -2.50263 -2.89225 -2.74741  -0.937
H -2.87656 -2.12423 -2.20867  0.062
H -1.55493 -2.76740 -2.47511  0.580
O -0.05270 -2.72374 -1.62144  -0.508
H -0.24003 -3.29248 -0.83220  0.103
H 0.81549 -3.00591 -1.98835  0.264
O 2.49837 -3.44130 1.01836  -0.849
H 2.37951 -2.48454 1.19389  0.327
H 1.63305 -3.81108 1.00466  0.369
O -0.37373 -3.51426 1.35063  -0.541
H -0.77516 -4.37024 1.19077  0.272
H -0.80569 -3.19393 2.15358  0.264
O -0.65555 -5.93881 -0.06936  -0.591
H -1.36932 -6.04458 -0.72545  0.339
H -0.40713 -6.84306 0.22475  0.259
O 2.61700 -3.36785 -1.67828  -0.654
H 2.57842 -3.46788 -0.72269  0.404
H 2.76172 -4.30813 -1.92052  0.277

Relative energy (zero: lowest compared OMol25 entry of this formula, charge and spin)   0.0 kcal/mol
SMILES   CC1(C)CCCC(C)(C)N1O.CC1(C)CCCC(C)(C)N1O.CC1(C)CCCC(C)(C)N1O.O.O.O.O.O.O.O
M   597.9 g/mol
Frontier orbital gap   8.3 eV
Charge   0

***

4.
A molecular structure, C23H29FN3O3PdSi, computed with ωB97M-V with the def2-TZVPD basis set.

Last column: Mulliken charge in e.
Atoms and positions in Å:
Pd -0.11788 -0.10981 0.24359  0.552
C -3.80544 0.80020 -0.35245  -0.441
Si -3.42538 -0.55561 0.87522  -0.348
C -3.49669 0.15752 2.61674  -0.841
C -4.88805 -1.74982 0.73546  -1.351
N -1.90103 -1.26432 0.51707  -0.069
C -1.60264 -2.57601 0.35152  0.375
C -2.32907 -3.68894 0.84165  -0.054
C -1.95185 -4.99803 0.59047  -0.911
C -0.81786 -5.30326 -0.15092  -0.326
C -0.05060 -4.24707 -0.63160  -0.924
C -0.45353 -2.96824 -0.36362  0.715
F 0.35424 -1.93765 -0.85226  -0.279
H -4.75769 1.28438 -0.11431  0.393
H -3.87947 0.38047 -1.35955  0.291
H -3.03431 1.56955 -0.37958  -0.166
H -4.51588 0.46597 2.86859  0.433
H -2.84876 1.02982 2.71106  0.035
H -3.16901 -0.58007 3.35282  0.270
H -5.79982 -1.15682 0.61775  0.391
H -5.02131 -2.38096 1.61670  0.344
H -4.79747 -2.40082 -0.13705  0.389
H -3.20164 -3.50123 1.44941  0.285
H -2.55661 -5.79991 0.99821  0.361
H -0.52560 -6.32688 -0.33951  0.367
H 0.85368 -4.40476 -1.20559  0.407
C 1.75382 0.58243 -0.15597  -2.290
C 2.11805 1.96363 0.20380  1.172
C 2.64788 2.28398 1.46042  -0.450
C 2.94203 3.58975 1.80154  -0.721
C 2.71138 4.62003 0.88824  0.517
C 2.18704 4.31955 -0.37060  -0.770
C 1.90143 3.01086 -0.70080  -0.232
C 3.00914 5.97724 1.24498  0.009
N 3.24969 7.06562 1.53334  -0.596
H 2.38607 -0.14560 0.36193  0.581
H 1.82147 0.43669 -1.23897  0.604
H 2.80918 1.48962 2.17967  0.318
H 3.35022 3.82351 2.77683  0.476
H 1.99790 5.11850 -1.07586  0.445
H 1.47354 2.77218 -1.66664  0.491
O -1.23698 2.96076 -0.19844  -0.528
C -0.90410 2.69467 0.94810  -0.370
C -0.90581 3.70240 2.08352  -0.570
C -0.43325 2.89990 3.28806  -0.613
C -0.12828 1.52008 2.71860  -0.216
O 0.36653 0.60815 3.34436  -0.689
N -0.48079 1.48100 1.38714  1.311
H -1.90868 4.11720 2.18748  0.332
H -0.23566 4.51943 1.81362  0.299
H -1.18720 2.79571 4.06897  0.330
H 0.47285 3.29092 3.75043  0.336
C -2.47647 3.62096 -3.16484  -1.097
C -1.02710 3.16494 -3.21746  0.021
O -0.87358 1.82110 -2.80478  -0.573
H -2.57603 4.64427 -3.53692  0.368
H -2.83395 3.58806 -2.13548  0.186
H -3.10061 2.96458 -3.77386  0.272
H -0.41731 3.83573 -2.60063  0.003
H -0.64696 3.21733 -4.24095  0.493
H -1.02199 1.80477 -1.84543  0.253

Relative energy (zero: lowest compared OMol25 entry of this formula, charge and spin)   0.0 kcal/mol
M   549.0 g/mol
Frontier orbital gap   7.3 eV
Charge   -1

***

Number 1: HOMO -9.74 eV, E -12295.6413 eV. Number 2: HOMO -12.74 eV, E -104909.3683 eV. Number 3: HOMO -8.05 eV, E -54093.3613 eV. Number 4: HOMO -4.55 eV, E -49013.8298 eV.